(1)
Density functional theory data (the ωB97M-V functional and the def2-TZVPD basis) for a cluster of 2 separate species, C3H7NO2 in total.

## Properties
Maximum force (eV Å⁻¹): 0.60
E_LUMO (spin up / spin down) (Eh): -0.0334 / -0.0334
M (g mol⁻¹): 89.1
Total energy (eV): -8806.5736
Orbital gap (spin up / spin down) (Eh): 0.31630 / 0.31628
SMILES: C=C(C)N=O.O
HOMO level (spin up / spin down) (eV): -9.5 / -9.5

Last column: Löwdin charge in e.
Cartesian coordinates (Å):
O (1.3016, -0.1418, -1.3826)  -0.018
O (1.9151, 2.4078, -0.2827)  -0.083
N (0.5040, -0.9759, -1.0148)  0.013
C (-1.6204, -1.4942, 0.0468)  -0.065
C (-0.1936, 0.4224, 0.8633)  0.116
C (-0.4397, -0.5715, 0.0063)  -0.365
H (-2.3010, -1.2997, -0.7897)  0.082
H (1.6965, 1.6602, -0.8630)  -0.007
H (-1.2798, -2.5301, -0.0417)  0.079
H (2.8099, 2.2143, 0.0190)  0.044
H (-0.9039, 0.6301, 1.6599)  0.080
H (-2.1759, -1.3787, 0.9802)  0.078
H (0.6872, 1.0570, 0.7990)  0.046

Cartesian forces (eV/Å) of the 6 atoms listed first:
-0.434 -0.381 0.157
0.230 -0.010 -0.058
0.410 0.360 -0.119
-0.064 -0.053 0.022
-0.022 -0.100 -0.177
-0.129 0.099 0.272

=====

(2)
Density functional theory data (the ωB97M-V functional and the def2-TZVPD basis) for an isolated molecule of C3H7NO2.

## Properties
Maximum force (eV Å⁻¹): 0.63
E_LUMO (Eh): 0.0302
M (g mol⁻¹): 89.1
Total energy (eV): -8808.4015
Orbital gap (Eh): 0.30965
SMILES: CN/C(O)=C\O
HOMO level (eV): -7.6

Last column: Löwdin charge in e.
Cartesian coordinates (Å):
O (-0.1056, -0.1562, 1.7628)  0.060
O (-1.8979, -0.3002, -1.3669)  -0.039
N (0.6036, 0.5313, -0.3228)  -0.003
C (-1.6345, -0.2499, -0.0086)  -0.182
C (1.9705, 0.1051, -0.1343)  -0.089
C (-0.4070, 0.0289, 0.4502)  -0.425
H (-2.4884, -0.3275, 0.6506)  0.107
H (-2.5083, 0.4189, -1.5664)  0.093
H (2.6309, 0.8559, -0.5578)  0.077
H (-0.8785, -0.6571, 2.0675)  0.110
H (2.1933, -0.8530, -0.6073)  0.082
H (2.2190, 0.0157, 0.9205)  0.080
H (0.3030, 0.5880, -1.2876)  0.128

Cartesian forces (eV/Å) of the 6 atoms listed first:
-0.343 -0.010 0.037
-0.067 0.334 -0.347
-0.140 0.031 -0.019
-0.087 0.102 0.239
0.418 -0.085 0.013
-0.256 -0.098 -0.360

=====

(3)
Density functional theory data (the ωB97M-V functional and the def2-TZVPD basis) for an isolated molecule of C3H7NO2.

## Properties
Maximum force (eV Å⁻¹): 0.51
E_LUMO (Eh): 0.0305
M (g mol⁻¹): 89.1
Total energy (eV): -8807.4850
Orbital gap (Eh): 0.39431
SMILES: C/C(CO)=N/O
HOMO level (eV): -9.9

Last column: Löwdin charge in e.
Cartesian coordinates (Å):
O (1.1445, 1.5594, -0.8920)  -0.085
O (-1.4518, 1.3316, -0.9369)  -0.054
N (1.2895, 0.2124, -0.4791)  0.045
C (0.2035, -0.2942, -0.0485)  -0.320
C (-1.1466, 0.3861, 0.0460)  -0.215
C (0.4089, -1.6006, 0.6703)  -0.039
H (-0.6755, 1.9057, -1.0177)  0.063
H (0.9099, -1.3595, 1.6130)  0.086
H (1.0793, -2.2511, 0.1079)  0.083
H (-1.9303, -0.3764, -0.0039)  0.124
H (-1.1901, 0.8135, 1.0651)  0.136
H (-0.5212, -2.1226, 0.8973)  0.076
H (1.9111, 1.9531, -0.4643)  0.100

Cartesian forces (eV/Å) of the 6 atoms listed first:
0.046 0.248 -0.004
0.081 0.172 -0.072
-0.314 -0.248 0.311
0.369 0.209 0.071
-0.027 -0.210 0.191
-0.019 -0.104 0.029

=====

(4)
Density functional theory data (the ωB97M-V functional and the def2-TZVPD basis) for a cluster of 2 separate species, C3H7NO2 in total.

## Properties
Maximum force (eV Å⁻¹): 0.38
E_LUMO (Eh): 0.0009
M (g mol⁻¹): 89.1
Total energy (eV): -8806.5673
Orbital gap (Eh): 0.35692
HOMO level (eV): -9.7

Last column: Löwdin charge in e.
Cartesian coordinates (Å):
O (1.7597, -0.4506, 0.5257)  -0.050
O (-1.9935, 0.3487, 0.2033)  -0.069
N (0.5941, 1.1841, -0.3772)  0.049
C (1.6399, 0.7703, 0.2812)  -0.449
C (-1.1979, -0.7842, 0.3738)  -0.309
C (-0.0581, -0.8773, -0.5814)  0.109
H (-1.3482, 1.0771, 0.1832)  0.060
H (-0.8268, -0.9033, 1.4017)  0.130
H (0.5778, 2.1569, -0.6755)  0.077
H (-1.8280, -1.6617, 0.1536)  0.138
H (2.4128, 1.4708, 0.6296)  0.129
H (0.5243, -1.7883, -0.5259)  0.091
H (-0.2562, -0.5425, -1.5923)  0.095

Cartesian forces (eV/Å) of the 6 atoms listed first:
-0.051 0.248 -0.075
0.046 0.211 0.040
0.252 -0.048 0.074
-0.047 -0.053 -0.004
0.269 -0.272 -0.001
-0.245 -0.134 -0.068

=====

For the records above, the corresponding energy relative to the best compared isomer or geometry (same formula, charge and spin) values read 381.6; 205.3; 293.7; 382.2 kJ/mol.